# 1
The following is a DFT calculation (ωB97M-V with the def2-TZVPD basis set) of a molecular structure, C8H9Cl3N4O2S2SbSe4SiTi.

Its net charge is -2. The electronic energy comes out at -13842.0846 hartree. As for the expectation value of S²: 0.755. The calculation puts the energy above the lowest of the compared OMol25 structures with the same formula, charge and spin at 53.3 kcal per mole. The orbital gap (spin up / spin down) is 5.7 / 5.7 eV. Its lowest unoccupied orbital energy (spin up / spin down) is 3.6 / 3.6 eV. The multiplicity is 2.

```
35
Properties=species:S:1:pos:R:3:forces:R:3
Ti 0.2372 -0.3672 -0.2768 0.042 -0.104 1.577
Se -4.2879 1.4247 4.9707 -0.019 0.054 0.007
Sb -2.7167 2.1285 3.3118 -0.051 0.211 0.194
Se -1.5039 -2.1891 -0.0576 -0.304 0.079 0.388
Se -1.7770 -0.2123 1.3490 -0.165 -0.757 -0.596
Se -3.1974 4.3519 2.4887 0.033 0.032 -0.022
N -0.4508 3.0659 0.6290 -0.136 0.175 0.159
C 0.5310 2.8507 -0.2325 -0.040 -0.059 0.025
N 1.0067 1.6469 -0.4864 0.243 -0.294 -0.582
C 2.0232 1.7012 -1.4333 0.127 0.133 -0.226
C 2.3509 2.9298 -1.8682 -0.051 0.060 0.119
S 1.3444 4.1123 -1.0990 -0.027 0.000 -0.018
C 2.5951 0.4398 -1.9083 0.125 0.103 -0.173
C 3.6286 0.2778 -2.7585 0.020 -0.094 0.045
S 3.9313 -1.4097 -2.9922 -0.018 -0.026 -0.052
C 2.6322 -1.7870 -1.9196 -0.101 -0.072 0.116
N 2.0263 -0.7347 -1.4536 -0.178 0.498 -0.347
N 2.2613 -3.0465 -1.5887 0.140 0.021 0.027
H -0.9425 3.9430 0.7474 0.033 -0.075 0.020
H -0.9208 2.2480 0.9992 -0.055 -0.051 -0.040
H 3.0340 3.2023 -2.6525 0.019 -0.001 0.021
H 4.1880 1.0230 -3.2947 0.032 0.011 0.044
H 2.9089 -3.7920 -1.7661 0.000 -0.012 0.005
H 1.7186 -3.1196 -0.7380 -0.106 0.000 -0.055
C 1.5261 0.3183 3.1983 -0.021 0.028 -0.010
C 2.2130 -0.4344 2.0789 0.087 0.024 0.010
O 3.4282 -0.5270 2.0183 -0.022 -0.061 0.021
O 1.4024 -0.9604 1.2010 -0.171 0.107 -0.507
H 2.1944 0.4132 4.0513 0.002 0.018 -0.002
H 0.5896 -0.1653 3.4723 0.011 -0.007 -0.001
H 1.2674 1.3174 2.8369 0.005 -0.005 -0.003
Cl -0.7913 -2.3063 -3.3693 -0.091 -0.041 0.027
Si -1.6021 -0.7091 -2.1687 0.869 -0.189 -0.258
Cl -0.0267 0.9688 -3.8919 -0.251 -0.014 0.058
Cl -3.6190 -0.8937 -2.7315 0.017 0.309 0.030
```
Forces are in eV/Å.

---

# 2
The following is a DFT calculation (ωB97M-V with the def2-TZVPD basis set) of C8H9ClNO3P in the gas phase.

The electronic energy comes out at -1392.1526 hartree. The calculation puts the energy above the lowest of the compared OMol25 structures with the same formula, charge and spin at 34.3 kcal per mole. Its SMILES is C[C@H](c1ccccc1)[P@@](=O)(Cl)[N+](=O)[O-]. The orbital gap is 8.9 eV. Its lowest unoccupied orbital energy is -0.4 eV.

```
23
Properties=species:S:1:pos:R:3:forces:R:3
C -1.2170 1.8312 -1.1760 4.245 1.327 1.417
C -1.0277 0.7264 -0.1343 -3.919 -0.497 -0.282
C 0.3287 0.4014 0.2582 1.570 -0.196 -2.706
C 0.6259 0.0413 1.5394 -1.296 0.272 1.796
C 1.8759 -0.2790 1.9606 2.146 1.198 0.458
C 2.9454 -0.1964 1.0484 -4.238 0.747 -0.144
C 2.7051 0.2632 -0.2135 0.025 -0.416 -2.547
C 1.4087 0.4795 -0.6876 0.013 -0.149 3.577
P -1.9779 -1.0690 -1.1001 0.345 2.541 1.431
O -3.0508 -1.0058 -2.1042 0.123 0.292 0.798
Cl -0.4783 -2.1376 -1.7496 1.011 -0.508 -0.277
N -2.4475 -2.0896 0.4475 -0.473 0.518 -0.670
O -2.9638 -1.5760 1.4320 0.716 -0.549 -0.923
O -2.2759 -3.2591 0.1989 -0.344 -0.351 1.041
H -1.2356 1.4066 -2.1102 0.401 -0.940 -2.513
H -1.9696 2.5660 -1.2506 -1.487 0.363 1.156
H -0.2051 2.4689 -1.0857 -2.176 -1.216 -0.502
H -1.7085 0.8826 0.7493 0.700 -0.474 -0.802
H -0.1379 0.1400 2.3183 -0.028 -0.203 -0.426
H 2.1299 -0.1900 3.0342 -0.364 -1.042 -0.603
H 3.8282 -0.5554 1.2956 4.302 -1.075 1.351
H 3.5002 0.3526 -1.0006 -0.529 -0.146 1.141
H 1.3476 0.7983 -1.6696 -0.744 0.505 -1.773
```
Forces are in eV/Å.

---

# 3
The following is a DFT calculation (ωB97M-V with the def2-TZVPD basis set) of a molecular structure, C8H9CoN2O5S.

Its net charge is +1. The electronic energy comes out at -2576.5134 hartree. As for the expectation value of S²: 3.780. The calculation puts the energy above the lowest of the compared OMol25 structures with the same formula, charge and spin at 7.3 kcal per mole. The orbital gap (spin up / spin down) is 7.9 / 4.7 eV. Its lowest unoccupied orbital energy (spin up / spin down) is -3.3 / -7.2 eV. The multiplicity is 4.

```
26
Properties=species:S:1:pos:R:3:forces:R:3
O -0.0173 1.7782 -3.5977 -0.150 -1.844 1.898
C -0.1000 0.9710 -2.7928 -0.026 1.974 -2.286
Co -0.2017 0.2972 -0.2763 0.141 -0.646 -1.633
C 0.0912 0.6153 1.3880 -0.205 1.147 6.375
O 0.2244 0.9323 2.5058 -0.361 -0.565 -3.102
C -0.2385 -1.5789 -0.8336 0.778 -2.831 -0.952
O -0.3189 -2.6697 -0.3186 -0.452 1.231 0.771
C 1.5122 0.4246 -0.5277 5.634 1.228 -1.630
O 2.6560 0.5483 -0.6578 -2.820 -0.602 0.547
C -1.9484 0.4781 -0.3161 -6.301 0.182 -0.926
O -3.1075 0.4478 -0.4056 3.740 0.081 0.577
H 0.0186 -1.7461 -1.9526 -0.363 1.140 0.572
C -0.7074 -2.5700 4.3964 -0.700 -0.115 0.700
N 0.2374 -2.7104 3.2746 -0.353 1.255 -0.337
C 1.3665 -1.9646 3.2665 -1.142 -0.125 0.789
S 2.0056 -1.4157 1.7782 0.704 -0.563 -0.296
N 1.9454 -1.5469 4.3844 0.533 0.496 -1.090
C 1.7711 -1.9085 5.7730 0.476 0.132 1.119
H -0.5114 -3.2978 5.2044 -0.025 0.415 -0.480
H -1.7344 -2.7548 4.0414 0.580 -0.067 -0.058
H -0.7072 -1.5423 4.8023 0.112 -0.473 -0.182
H -0.2704 -2.6212 2.3863 0.634 -0.730 0.010
H 2.6500 -0.8295 4.2023 -0.245 -0.438 0.195
H 1.6238 -2.9707 5.9593 0.004 0.046 -0.354
H 2.7077 -1.6171 6.2602 -0.201 -0.212 0.001
H 0.9822 -1.3349 6.2664 0.008 -0.115 -0.227
```
Forces are in eV/Å.

---

# 4
The following is a DFT calculation (ωB97M-V with the def2-TZVPD basis set) of a molecular structure, C8H9CrF15N3O21S5.

Its net charge is -3. The electronic energy comes out at -6587.6753 hartree. As for the expectation value of S²: 6.006. The orbital gap (spin up / spin down) is 5.4 / 5.9 eV. Its lowest unoccupied orbital energy (spin up / spin down) is 6.0 / 6.0 eV. The multiplicity is 5.

```
62
Properties=species:S:1:pos:R:3:forces:R:3
Cr -0.0564 0.2490 -0.0239 1.023 -0.944 -3.369
C 3.4680 -2.4584 1.4175 -1.378 -0.743 -3.077
F 2.7812 -3.0108 2.4233 0.593 0.462 0.965
F 4.0882 -1.3348 1.7417 0.255 -0.737 0.516
F 4.3399 -3.4038 0.9674 0.332 0.635 1.001
S 2.2592 -2.2614 -0.0467 1.117 -0.277 -6.579
O 1.6320 -0.9603 0.0412 0.640 0.460 2.150
O 3.0131 -2.3739 -1.3405 0.201 0.422 4.084
O 1.3599 -3.3718 0.0202 -0.785 -1.117 2.002
C -3.2691 3.1795 -1.8888 2.934 -0.689 -0.101
F -4.0918 2.2480 -1.4202 -0.475 0.839 -0.258
F -3.6944 3.6669 -3.0701 -0.883 0.370 0.662
F -3.1222 4.2126 -0.9919 -0.718 -0.945 -1.037
S -1.5781 2.3436 -2.3479 1.422 -1.870 -2.677
O -0.5787 3.3691 -2.4997 -0.142 1.897 1.302
O -1.2948 1.3907 -1.2957 -1.147 0.394 1.220
O -1.7493 1.6866 -3.6299 -2.071 0.827 1.012
C -3.5570 0.2205 2.9611 0.983 2.821 -1.092
F -2.7400 -0.5235 3.6843 0.082 -0.584 0.523
F -4.2532 -0.5222 2.1408 -0.055 -1.164 -1.133
F -4.4867 0.7906 3.7359 0.046 0.364 0.979
S -2.4647 1.6227 2.0432 2.103 1.519 0.118
O -3.3002 2.3983 1.1489 -0.602 -0.673 1.335
O -1.8287 2.4386 3.1493 -1.655 -2.369 -1.780
O -1.5109 0.8099 1.2587 -2.189 0.541 2.751
C -1.5599 -3.5846 -2.6518 2.557 2.192 -0.064
F -0.7189 -4.5345 -2.1442 -1.722 -0.124 -0.529
F -1.9636 -3.8705 -3.9071 -0.163 -0.830 0.959
F -2.6125 -3.3921 -1.8508 -0.113 -0.848 -0.199
S -0.4789 -2.0066 -2.7678 3.095 5.139 -1.944
O -1.0980 -1.0415 -3.7262 -0.111 -3.736 0.955
O -0.5156 -1.3072 -1.4617 -0.958 -2.176 0.178
O 0.9208 -2.4104 -3.1115 -4.076 -0.863 0.463
C 2.8070 2.3738 -3.3804 -1.847 -2.914 0.090
F 3.7538 2.3258 -2.4667 1.198 0.878 0.543
F 2.0658 3.4688 -3.2128 0.780 0.217 -0.507
F 3.3631 2.2885 -4.6029 0.183 1.117 0.016
S 1.7896 0.7889 -3.1622 -3.485 -4.585 -0.268
O 2.5978 -0.4405 -3.3022 0.854 3.183 -0.529
O 1.2825 0.8301 -1.7672 1.309 1.888 -1.231
O 0.6833 0.8116 -4.1500 2.892 1.542 0.987
C 1.3117 -0.8520 4.3685 -0.087 -0.442 -0.668
N 1.6580 -0.0857 3.1341 0.225 3.075 -0.597
O 0.7570 0.0650 2.3259 0.706 -0.789 1.399
O 2.7353 0.5214 3.0385 -0.905 -1.359 0.862
H 1.9229 -1.7507 4.2852 -0.419 -0.175 0.215
H 0.2410 -0.9974 4.2248 0.264 -0.528 0.339
H 1.5218 -0.3353 5.3049 0.260 0.403 -0.471
C 1.6352 4.2898 -0.0112 -0.385 -1.213 -0.119
N 1.7503 2.8852 0.5167 -0.865 -1.030 -0.590
O 2.8223 2.5218 0.8719 2.291 0.087 0.785
O 0.8094 2.1109 0.4704 -0.476 2.167 0.348
H 2.6136 4.4400 -0.4675 -0.293 0.329 0.015
H 1.4344 4.9470 0.8349 -0.032 -0.056 -0.172
H 0.8217 4.1882 -0.7296 -0.065 0.548 -0.160
C -2.1823 -3.6188 1.5054 -0.939 -0.482 -0.460
N -1.0769 -2.7350 1.7867 3.267 2.417 0.174
O -0.2599 -3.0532 2.6641 -1.215 -0.289 -0.307
O -0.9013 -1.7261 1.0970 -1.658 -2.565 1.268
H -1.8166 -4.3094 0.7455 -0.119 0.241 -0.273
H -3.0018 -2.9902 1.1570 0.108 -0.256 -0.219
H -2.4777 -4.2211 2.3645 0.311 0.403 0.196
```
Forces are in eV/Å.

---

# 5
The following is a DFT calculation (ωB97M-V with the def2-TZVPD basis set) of 2 unconnected molecules or ions with the total composition C8H9F2OP.

The electronic energy comes out at -926.5363 hartree. The calculation puts the energy above the lowest of the compared OMol25 structures with the same formula, charge and spin at 0.0 kcal per mole. Its SMILES is O=C(F)CPF.c1ccccc1. The orbital gap is 9.8 eV. Its lowest unoccupied orbital energy is 0.2 eV.

```
21
Properties=species:S:1:pos:R:3:forces:R:3
O -3.0180 1.6180 -2.9248 2.041 -3.507 2.098
C -2.3421 0.7284 -2.3972 -1.133 2.610 -1.737
F -2.9775 -0.3715 -1.7782 1.780 1.995 -1.078
C -0.7330 0.8407 -2.4869 -0.219 -0.478 0.739
P -0.3459 0.5611 -4.3530 -0.250 -2.243 -0.414
F 1.2482 -0.0498 -4.4347 -1.941 1.940 0.536
H -0.2175 -0.0009 -1.8904 -0.751 1.402 -0.961
H -0.4242 1.8800 -2.1367 -0.600 -1.507 -0.172
H -0.4505 1.8630 -4.9937 1.100 -0.215 1.006
C -0.3740 -1.3791 2.2973 0.058 0.037 0.018
C -0.1767 -0.4578 1.2739 0.105 0.016 0.032
C 0.9711 0.3293 1.2567 -0.040 -0.093 0.074
C 1.9199 0.1975 2.2660 -0.072 -0.033 -0.006
C 1.7180 -0.7175 3.2943 -0.048 0.002 -0.058
C 0.5723 -1.5069 3.3095 0.002 0.067 -0.087
H -1.2654 -1.9970 2.3069 0.063 0.058 -0.001
H -0.9182 -0.3534 0.4882 0.021 -0.032 0.083
H 1.1266 1.0457 0.4565 0.002 -0.040 0.065
H 2.8157 0.8087 2.2516 -0.069 -0.041 0.005
H 2.4548 -0.8164 4.0846 -0.061 0.006 -0.075
H 0.4163 -2.2219 4.1102 0.014 0.056 -0.067
```
Forces are in eV/Å.

---

# 6
The following is a DFT calculation (ωB97M-V with the def2-TZVPD basis set) of a molecular structure, C8H9F4KNO4.

Its net charge is +1. The electronic energy comes out at -1665.0510 hartree. The orbital gap is 7.7 eV. Its lowest unoccupied orbital energy is -4.0 eV.

```
27
Properties=species:S:1:pos:R:3:forces:R:3
C 1.4538 -1.5672 1.2136 0.010 0.070 0.440
C 1.8205 -0.8991 -0.1136 0.220 -1.136 -0.107
C 1.6999 -1.7409 -1.4154 1.011 0.750 0.724
N 2.2731 0.3010 -0.2398 -3.267 -0.459 -0.729
C 1.3766 1.3576 0.0238 3.414 0.922 0.151
F 2.1710 2.5004 -0.2682 -0.425 -0.262 -0.043
O 0.9081 1.6230 1.3244 -1.021 0.409 -1.431
C 0.0009 2.6932 1.1098 1.849 -2.198 -0.924
O -0.3358 3.3265 2.0104 -1.519 1.955 1.432
O -0.3376 2.7992 -0.2160 0.256 -0.125 0.511
C 0.1489 1.6032 -0.8886 -0.955 -0.157 1.398
C -1.0917 0.6728 -0.8239 0.116 0.500 -1.745
O -1.2244 -0.0431 0.4294 -0.068 0.366 -0.516
C -2.2408 -0.8674 0.4460 1.172 -0.710 0.412
F -3.4994 -0.2023 0.3785 7.982 0.460 -2.832
F -2.2343 -1.7703 -0.5256 -0.544 0.244 -0.340
F -2.2606 -1.5319 1.5910 -0.369 0.274 0.211
H 1.9551 -2.5551 1.3012 -0.258 0.498 -0.361
H 0.3736 -1.7526 1.3453 0.419 0.015 -0.307
H 1.7853 -0.9799 2.0901 -0.168 -0.045 -0.650
H 2.7070 -2.1479 -1.6485 -0.650 -0.135 0.093
H 0.9335 -2.5287 -1.3425 0.465 0.217 -0.011
H 1.4979 -1.0009 -2.2129 -0.076 -0.578 0.304
H 0.4549 1.7686 -1.9315 -0.224 0.301 0.510
H -1.1119 0.0164 -1.7185 0.187 -0.198 0.858
H -1.9792 1.3315 -0.9229 0.604 -0.220 0.073
K -5.2445 -0.4060 1.0043 -8.162 -0.760 2.880
```
Forces are in eV/Å.